(1)
Computed, not measured: a structure of composition C33H39BN4O2P2W in a non-equilibrium geometry, with ωB97M-V/def2-TZVPD.

Its largest force on an atom is 5.47 eV/A. As for the charge: +2. The calculation puts the total energy at -2424.23578 hartree. The calculation puts the orbital gap (spin up / spin down) at 0.20093 / 0.07256 Eh. As for the spin multiplicity: 3. Its LUMO energy (spin up / spin down) is -6.665 / -10.054 eV.

Cartesian coordinates (Å):
1 W -3.3305 -0.2473 -0.0343
2 C -3.3543 -1.7897 1.4722
3 C -2.2371 -0.8502 1.6597
4 C -0.8255 -1.2258 1.2884
5 C -0.4204 -0.6832 -0.1059
6 C -1.5551 -0.6274 -1.0931
7 C -2.4660 -1.7609 -1.2465
8 C -2.2728 -3.0426 -0.4731
9 C -3.1019 -3.1275 0.8208
10 C -4.8176 -0.4197 -1.5194
11 H -4.0113 -1.8242 2.3532
12 H -2.3621 -0.1112 2.4552
13 H -0.5979 -2.3117 1.3798
14 H -0.1772 -0.7664 2.0552
15 H 0.0330 0.3209 0.0092
16 H 0.4078 -1.3091 -0.4976
17 H -1.4237 0.0242 -1.9638
18 H -2.8972 -1.9304 -2.2367
19 H -1.2128 -3.3028 -0.3083
20 H -2.6283 -3.8681 -1.1143
21 H -4.0751 -3.5772 0.5831
22 H -2.6297 -3.8308 1.5341
23 H -4.9401 -1.3596 -2.0894
24 H -4.2492 0.3023 -2.1669
25 H -5.7970 0.0538 -1.3817
26 P 2.7776 1.6274 -2.0162
27 P 2.8210 1.7650 1.4310
28 N 3.1865 0.5587 -3.3263
29 N 3.3798 3.0605 -2.9058
30 N 3.3713 0.1267 1.7611
31 N 3.3579 2.3833 2.9954
32 C 4.2860 1.3584 -0.9889
33 C 4.2729 2.1641 0.3322
34 C 2.2081 -0.2447 -3.9291
35 C 2.8170 -1.0284 -4.8989
36 C 4.2158 -0.7000 -4.9063
37 C 4.4169 0.2691 -3.9264
38 C 2.5304 4.1364 -3.1660
39 C 3.2442 5.1206 -3.8467
40 C 4.5841 4.6408 -4.0014
41 C 4.6424 3.3847 -3.4069
42 C 2.4842 -0.9318 1.5678
43 C 3.1249 -2.1263 1.8376
44 C 4.4884 -1.8135 2.1197
45 C 4.6231 -0.4315 2.0252
46 C 4.4614 2.1118 3.8142
47 C 4.6116 3.1414 4.7356
48 C 3.5311 4.0601 4.5220
49 C 2.7663 3.5677 3.4775
50 H 5.1895 1.5879 -1.5768
51 H 4.2775 0.2746 -0.7819
52 H 5.2184 1.9993 0.8710
53 H 4.1830 3.2433 0.1290
54 H 1.1851 -0.1776 -3.5837
55 H 2.3175 -1.7599 -5.5167
56 H 4.9759 -1.1246 -5.5453
57 H 5.3284 0.7457 -3.5936
58 H 1.5055 4.0898 -2.8383
59 H 2.8476 6.0671 -4.1800
60 H 5.4061 5.1562 -4.4799
61 H 5.4811 2.7092 -3.3016
62 H 1.5019 -0.7072 1.1977
63 H 2.6451 -3.0964 1.8327
64 H 5.2716 -2.5176 2.3610
65 H 5.5069 0.1854 2.1228
66 H 5.0333 1.2041 3.7228
67 H 5.4139 3.2423 5.4587
68 H 3.3519 4.9814 5.0604
69 H 1.8540 3.9258 3.0249
70 O -6.4606 -0.3467 1.1860
71 B -5.3503 -1.1181 0.6051
72 O -5.8156 -2.5349 0.5227
73 C -7.0127 -2.5597 1.1474
74 C -7.7771 -3.6682 1.4774
75 C -9.0599 -3.4289 1.9808
76 C -9.5176 -2.1257 2.2109
77 C -8.7016 -1.0161 1.9783
78 C -7.4377 -1.2476 1.4532
79 H -7.3794 -4.6711 1.3433
80 H -9.7022 -4.2778 2.2230
81 H -10.5235 -1.9751 2.6210
82 H -9.0168 0.0047 2.1870

(2)
Computed, not measured: a cluster of 3 separate species, C4H11NO in total in a non-equilibrium geometry, with ωB97M-V/def2-TZVPD.

Its largest force on an atom is 5.48 eV/A. The calculation puts the total energy at -288.79732 hartree. The calculation puts the orbital gap at 0.27832 Eh. Its LUMO energy is -0.878 eV.

Cartesian coordinates (Å):
1 C 2.8151 0.5399 0.0387
2 C 1.7940 -0.5577 0.3752
3 C 0.3373 -0.1956 0.4960
4 C -0.3671 0.4750 -0.4969
5 N -1.4446 1.2282 -0.0289
6 H 2.6890 0.8462 -0.9995
7 H 3.8104 0.1298 0.1727
8 H 2.5621 1.3351 0.7420
9 H 1.8024 -1.3319 -0.4108
10 H 2.1496 -1.0433 1.2832
11 H 0.7952 1.1067 1.6268
12 H -0.3002 -0.6965 1.2293
13 H -0.9758 2.0349 0.3933
14 H -1.9081 1.5589 -0.8722
15 H -2.2601 -1.8731 -1.0198
16 H -2.4460 -0.5868 -0.2329
17 O -2.8979 -1.4089 -0.4683

(3)
Computed, not measured: a structure of composition ClH4HfO2 in a non-equilibrium geometry, with ωB97M-V/def2-TZVPD.

Its largest force on an atom is 3.84 eV/A. As for the charge: +3. The calculation puts the total energy at -659.44145 hartree. The calculation puts the orbital gap at 0.10865 Eh. Its LUMO energy is -19.751 eV.

Cartesian coordinates (Å):
1 Hf 2.6360 -0.1844 2.2271
2 Cl 0.9510 1.0056 1.1221
3 O -1.1850 -1.6784 1.0561
4 H -1.9950 -2.0344 0.7001
5 H -0.8600 -1.0974 0.3471
6 O 0.2910 1.4496 -2.1389
7 H 0.1160 1.9586 -1.3199
8 H 0.0460 0.5806 -1.9939

(4)
Computed, not measured: the molecule C5H6F4N2O in a non-equilibrium geometry, with ωB97M-V/def2-TZVPD.

Its largest force on an atom is 4.60 eV/A. The calculation puts the total energy at -778.35581 hartree. The calculation puts the orbital gap at 0.41252 Eh. The SMILES is CN1C(=O)N(C)C(F)(F)C1(F)F. Its LUMO energy is 0.765 eV.

Cartesian coordinates (Å):
1 C -1.8374 -0.6901 1.3842
2 N -1.0122 -0.5189 0.2620
3 C -0.0046 0.4083 0.1467
4 O 0.6219 0.8561 1.0699
5 N 0.4056 0.5170 -1.2809
6 C 1.7892 0.8870 -1.4081
7 C -0.2473 -0.5641 -1.9435
8 F -0.5074 -0.4235 -3.2718
9 F 0.5657 -1.7100 -1.9125
10 C -1.5525 -0.9256 -1.1292
11 F -2.5581 -0.0942 -1.5698
12 F -1.8878 -2.1805 -1.2694
13 H -2.7612 -0.1263 1.2189
14 H -2.1028 -1.8522 1.4856
15 H -1.3158 -0.2275 2.1996
16 H 2.4483 0.0389 -1.4384
17 H 1.8629 1.4777 -2.2956
18 H 1.9426 1.6025 -0.6365

(5)
Computed, not measured: the molecule C3H6N2O2, with ωB97M-V/def2-TZVPD.

Its largest force on an atom is 0.30 eV/A. The calculation puts the total energy at -377.79448 hartree. The calculation puts the orbital gap at 0.34306 Eh. The SMILES is C=C(N)O[C@@H]1NO1. Its LUMO energy is 0.897 eV.

Cartesian coordinates (Å):
1 C -1.7944 0.8833 -0.2571
2 C -0.4645 0.8504 -0.2374
3 N 0.4224 1.1914 -1.2513
4 O 0.1801 0.5523 0.9613
5 C 0.6196 -0.7275 1.1340
6 N 1.4643 -1.3352 0.1560
7 O 0.0671 -1.7560 0.4107
8 H -2.3408 1.1322 -1.1596
9 H -2.3470 0.6675 0.6481
10 H 1.2390 0.5908 -1.2697
11 H -0.0226 1.2363 -2.1590
12 H 0.7966 -0.9031 2.1943
13 H 2.0292 -2.0573 0.6133

(6)
Computed, not measured: a structure of composition C45H34CrIN2O4PSSb in a non-equilibrium geometry, with ωB97M-V/def2-TZVPD.

Its largest force on an atom is 1.35 eV/A. As for the charge: +2. The calculation puts the total energy at -4467.19525 hartree. The calculation puts the orbital gap (spin up / spin down) at 0.24637 / 0.27711 Eh. As for the spin multiplicity: 4. Its LUMO energy (spin up / spin down) is -7.124 / -6.272 eV.

Cartesian coordinates (Å):
1 Cr -0.5952 0.1842 0.0645
2 O -5.9880 1.7785 -0.8248
3 C -6.0218 0.5079 -0.4908
4 O -6.9883 -0.1878 -0.6166
5 C -4.7376 -0.1155 -0.0092
6 C -4.6087 -1.4634 0.2964
7 N -3.3138 -1.7013 0.5502
8 N -2.5794 -0.5849 0.4389
9 C -3.4304 0.3913 0.1013
10 C -2.8534 1.7664 0.0092
11 O -3.5565 2.7531 -0.0513
12 O -1.5660 1.7598 0.0240
13 H -5.1757 2.2789 -0.5773
14 H -5.3727 -2.2153 0.3376
15 H -2.8989 -2.5797 0.8384
16 I 0.6689 -1.7580 1.4522
17 C -0.2448 -3.6715 0.9223
18 C -0.3865 -4.5436 1.9728
19 C -0.8184 -5.8567 1.7512
20 C -1.0052 -6.2898 0.4706
21 C -0.8224 -5.4208 -0.6253
22 C -0.8975 -5.9429 -1.9338
23 C -0.6974 -5.1475 -3.0270
24 C -0.5349 -3.7740 -2.8366
25 C -0.4788 -3.2068 -1.5756
26 P -0.4752 -1.3773 -1.6885
27 C 0.9726 -1.0730 -2.7351
28 C 0.8654 -0.7422 -4.0824
29 C 2.0160 -0.5618 -4.8314
30 C 3.2626 -0.6876 -4.2393
31 C 3.3673 -0.9981 -2.8915
32 C 2.2279 -1.2050 -2.1412
33 C -1.9672 -0.9537 -2.6387
34 C -2.9804 -1.8502 -2.9723
35 C -4.1135 -1.3971 -3.6298
36 C -4.2517 -0.0553 -3.9467
37 C -3.2527 0.8447 -3.6004
38 C -2.1226 0.4055 -2.9351
39 C -0.5178 -4.0319 -0.4184
40 H -0.1354 -4.2317 2.9739
41 H -0.9393 -6.5191 2.5924
42 H -1.2742 -7.3152 0.2727
43 H -1.0836 -6.9985 -2.0543
44 H -0.6906 -5.5553 -4.0263
45 H -0.4606 -3.1290 -3.7024
46 H -0.1090 -0.6120 -4.5329
47 H 1.9386 -0.3138 -5.8791
48 H 4.1556 -0.5294 -4.8233
49 H 4.3360 -1.0680 -2.4230
50 H 2.3081 -1.4578 -1.0919
51 H -2.8836 -2.9013 -2.7377
52 H -4.8928 -2.0954 -3.8932
53 H -5.1384 0.2880 -4.4570
54 H -3.3599 1.8873 -3.8545
55 H -1.3389 1.1082 -2.6592
56 S 1.3065 1.3976 -0.4676
57 Sb 1.7885 2.3273 1.6502
58 C -0.0247 2.9465 2.6610
59 C -0.3176 2.5527 3.9575
60 C -1.4434 3.0771 4.5734
61 C -2.2611 3.9642 3.8911
62 C -1.9592 4.3470 2.5930
63 C -0.8246 3.8494 1.9736
64 C 3.0945 0.7890 2.4292
65 C 2.9776 0.1704 3.6635
66 C 3.9461 -0.7485 4.0437
67 C 5.0064 -1.0382 3.2012
68 C 5.1149 -0.4130 1.9681
69 C 4.1577 0.5066 1.5781
70 C 3.1446 3.9671 1.4790
71 C 3.5968 4.4696 0.2732
72 C 4.5451 5.4815 0.2905
73 C 5.0291 5.9667 1.4944
74 C 4.5574 5.4572 2.6944
75 C 3.6076 4.4537 2.6896
76 H 0.3264 1.8690 4.4954
77 H -1.6675 2.8007 5.5928
78 H -3.1291 4.3733 4.3823
79 H -2.5976 5.0393 2.0658
80 H -0.5708 4.1640 0.9668
81 H 2.1644 0.4026 4.3387
82 H 3.8711 -1.2306 5.0068
83 H 5.7609 -1.7435 3.5107
84 H 5.9459 -0.6339 1.3152
85 H 4.2381 1.0124 0.6193
86 H 3.2171 4.0784 -0.6634
87 H 4.9055 5.8878 -0.6416
88 H 5.7773 6.7437 1.5023
89 H 4.9261 5.8321 3.6358
90 H 3.2324 4.0485 3.6191

Table of energy relative to the best compared isomer or geometry (same formula, charge and spin) (kcal per mole), in record order: 11.3, 137.9, 75.1, 0.0, 103.5, 23.6